C23H23Cl2N3O2 in the gas phase. Source: the Open Molecules 2025 dataset; level of theory: wB97M-V/def2-TZVPD.

HOMO = -8.21 eV
SMILES = Cc1c(-c2ccc(Cl)cc2Cl)nc2ccccc2c1C(=O)NCCN1CCOCC1
E = -2125.4046 Eh

The geometry in ORCA input format:
```
! RIJCOSX wB97M-V def2-TZVPD def2/J DEFGRID3
* xyz 0 1
H -5.43821 1.03725 -1.82329
O 0.64453 -0.39253 -1.84792
C 5.27166 -2.22730 -1.09441
C -2.25270 2.60276 0.21336
H 6.34674 -0.37213 -1.13805
H -2.05603 -2.15386 -0.09978
H 3.27064 0.92648 -0.47882
C -0.99448 0.63202 -0.42527
H 5.99238 -2.87043 2.00230
C -2.18251 -0.06105 -0.51068
C 3.46418 0.23627 0.34911
C -1.16181 4.70647 0.63281
H -7.63025 -0.10933 -1.83334
H 0.97654 4.72060 0.40713
H 0.74758 0.10118 1.25634
C -4.97500 -1.02725 0.79085
H 4.71152 -0.26913 -1.82947
Cl -8.66574 -2.15095 -0.14867
C 0.30791 -0.05015 -0.73376
H -6.41141 -2.42317 1.55262
C 5.39398 -2.39789 1.22100
C -7.14242 -1.34251 -0.15244
C 0.08209 4.11755 0.35509
C 5.30478 -0.69411 -1.01977
C -4.67787 -0.05710 -0.16281
H 4.23422 -2.59374 -1.11238
Cl -3.81722 -1.40956 2.01264
H -1.44640 -1.67762 -1.68444
O 5.95835 -2.80678 -0.00467
N 4.83856 -0.16644 0.24821
H 2.49258 -1.56053 1.13569
C -6.19796 -1.67579 0.80546
C -2.30930 3.96775 0.56169
H -3.19216 -1.73368 -1.38243
C 2.37277 -0.86028 0.30512
H 4.94781 -0.56493 2.29168
H 6.49014 -0.56656 1.40892
C -6.88107 -0.36643 -1.10187
C -5.65465 0.27129 -1.09515
H 3.35662 0.79480 1.28632
H -3.27817 4.39652 0.76302
H 2.42254 -1.39732 -0.64426
C -0.99441 2.00150 -0.05929
C -3.36981 0.63968 -0.16642
H 5.78530 -2.57446 -1.99252
N 1.05430 -0.27532 0.37305
C -2.22469 -1.49081 -0.94876
H 4.35871 -2.76696 1.29134
C 5.43661 -0.86930 1.36524
H 1.12613 2.35209 -0.21470
C 0.16835 2.79558 0.01572
N -3.40039 1.90326 0.16203
H -1.20283 5.75234 0.89859
*
```